[1]
Below is 11 unconnected molecules or ions with the total composition C62H86Br2F6N14O6S2, with properties calculated with wB97M-V/def2-TZVPD.

Output
- Total charge: +6
- HOMO: -16.034 eV
- M: 1461.4 g/mol
- Frontier orbital gap: 0.200 Eh

Last column: Löwdin charge in e.
Positions of all 178 atoms, in Å:
C 3.679 10.648 -6.308  0.071
N 2.867 9.380 -6.506  -0.065
C 3.293 8.247 -5.941  0.011
C 2.644 7.016 -6.073  0.042
C 1.483 7.003 -6.863  -0.138
C 0.965 8.185 -7.378  0.059
C 1.738 9.341 -7.229  0.017
C 0.904 5.694 -7.266  -0.118
C 0.363 4.799 -6.299  0.073
C 0.087 3.493 -6.728  0.009
N 0.147 3.118 -8.009  -0.055
C 0.590 4.001 -8.935  0.016
C 1.023 5.245 -8.583  0.046
C -0.218 1.655 -8.333  0.071
H 4.172 10.561 -5.390  0.076
H 3.005 11.543 -6.259  0.130
H 4.411 10.720 -7.125  0.123
H 4.284 8.238 -5.531  0.148
H 3.083 6.183 -5.566  0.040
H 0.059 8.204 -8.003  0.153
H 1.283 10.272 -7.530  0.152
H 0.289 5.031 -5.206  0.116
H -0.324 2.803 -6.047  0.093
H 0.727 3.608 -9.915  0.146
H 1.485 5.884 -9.289  0.133
H -1.016 1.277 -7.708  0.048
H 0.735 1.161 -8.307  0.104
H -0.554 1.677 -9.404  0.117
C 3.763 -14.126 4.686  0.026
N 4.493 -12.930 4.227  -0.065
C 3.919 -11.691 4.450  0.035
C 4.546 -10.532 4.126  0.044
C 5.814 -10.611 3.560  -0.112
C 6.433 -11.851 3.334  0.064
C 5.746 -12.964 3.747  0.010
C 6.477 -9.328 3.078  -0.102
C 5.841 -8.550 2.147  0.026
C 6.470 -7.415 1.670  0.023
N 7.689 -7.071 2.141  -0.057
C 8.255 -7.707 3.221  0.010
C 7.694 -8.844 3.732  0.068
C 8.394 -5.896 1.545  0.055
H 3.661 -14.885 3.839  0.141
H 2.744 -13.919 5.047  0.107
H 4.283 -14.523 5.572  0.120
H 2.903 -11.646 4.806  0.149
H 4.169 -9.578 4.416  0.143
H 7.447 -11.948 2.928  0.153
H 6.220 -13.911 3.708  0.149
H 4.884 -8.741 1.618  0.151
H 5.963 -6.803 0.915  0.114
H 9.217 -7.288 3.505  0.153
H 8.077 -9.393 4.562  0.126
H 9.296 -6.210 1.027  0.112
H 8.685 -5.256 2.372  0.108
H 7.677 -5.441 0.879  0.093
C -3.358 -2.176 -0.531  0.043
N -3.958 -2.363 -1.870  -0.059
C -3.870 -1.458 -2.860  -0.014
C -4.420 -1.626 -4.158  -0.047
C -5.000 -2.812 -4.445  -0.125
C -5.007 -3.801 -3.405  0.043
C -4.557 -3.576 -2.131  0.028
C -5.417 -3.316 -5.750  -0.112
C -4.933 -2.800 -6.949  0.076
C -5.237 -3.491 -8.127  0.028
N -6.067 -4.544 -8.164  -0.077
C -6.500 -5.140 -6.998  0.058
C -6.189 -4.490 -5.823  0.041
C -6.493 -5.142 -9.445  0.041
H -4.043 -2.509 0.233  0.105
H -3.057 -1.151 -0.371  0.089
H -2.465 -2.827 -0.570  0.125
H -3.328 -0.557 -2.744  0.050
H -4.555 -0.788 -4.841  0.086
H -5.255 -4.831 -3.530  0.114
H -4.685 -4.220 -1.310  0.137
H -4.234 -1.940 -7.001  0.145
H -4.834 -3.178 -9.045  0.137
H -7.004 -6.076 -7.007  0.147
H -6.462 -5.028 -4.941  0.114
H -5.578 -5.184 -10.108  0.135
H -7.352 -4.592 -9.826  0.120
H -6.768 -6.183 -9.299  0.105
C -4.447 5.900 0.292  -0.070
C -3.681 5.539 1.569  -0.093
N -4.735 5.615 2.704  -0.020
C -4.805 4.720 3.774  -0.001
C -5.922 5.021 4.460  -0.014
N -6.536 6.151 3.913  -0.058
C -5.742 6.465 2.839  -0.026
C -7.856 6.753 4.282  0.040
H -5.427 5.348 0.227  0.110
H -3.835 5.742 -0.572  0.062
H -4.699 6.968 0.202  0.080
H -2.820 6.122 1.887  0.127
H -3.319 4.514 1.583  0.101
H -4.020 3.987 3.953  0.110
H -6.266 4.579 5.366  0.129
H -5.929 7.324 2.227  0.160
H -8.061 6.450 5.315  0.100
H -8.673 6.313 3.714  0.104
H -7.724 7.837 4.294  0.108
C -2.524 -0.775 8.569  -0.045
C -4.000 -0.337 8.314  -0.138
N -4.809 -0.545 9.534  -0.054
C -5.517 -1.724 9.729  0.009
C -5.928 -1.747 11.022  0.012
N -5.298 -0.712 11.633  -0.097
C -4.607 0.060 10.742  0.043
C -5.302 -0.319 13.012  0.004
H -2.354 -1.830 8.852  0.089
H -2.203 -0.154 9.386  0.061
H -1.933 -0.594 7.635  0.099
H -4.541 -0.843 7.557  0.110
H -3.916 0.718 8.172  0.116
H -5.786 -2.253 8.834  0.138
H -6.583 -2.445 11.535  0.156
H -4.007 0.899 10.939  0.155
H -6.364 -0.254 13.397  0.134
H -4.916 0.680 13.206  0.106
H -4.763 -1.021 13.623  0.104
C 4.000 4.119 0.853  -0.083
C 4.501 5.510 0.850  -0.171
N 5.856 5.654 0.280  -0.047
C 6.931 5.010 0.847  0.016
C 8.028 5.281 0.030  0.023
N 7.543 5.944 -1.066  -0.085
C 6.200 6.125 -0.909  0.014
C 8.415 6.302 -2.178  0.016
H 3.764 3.741 -0.152  0.061
H 3.100 4.099 1.428  0.071
H 4.720 3.409 1.309  0.092
H 4.607 5.980 1.839  0.142
H 3.865 6.153 0.200  0.130
H 6.950 4.563 1.782  0.119
H 9.044 5.072 0.187  0.127
H 5.516 6.526 -1.597  0.131
H 8.096 5.722 -3.067  0.114
H 9.460 6.100 -1.924  0.106
H 8.391 7.388 -2.377  0.109
C 0.025 4.141 -0.763  -0.135
C -0.649 3.070 -1.522  -0.171
N -0.194 1.731 -1.104  -0.023
C -0.232 0.572 -1.827  -0.046
C 0.393 -0.374 -1.096  0.013
N 0.753 0.256 0.124  -0.047
C 0.333 1.514 0.086  -0.064
C 1.025 -0.547 1.384  0.043
H 1.080 3.961 -0.679  0.015
H -0.420 4.295 0.213  0.074
H 0.017 5.087 -1.368  0.075
H -0.406 3.185 -2.548  0.098
H -1.731 3.136 -1.481  0.129
H -0.724 0.637 -2.782  -0.042
H 0.725 -1.348 -1.328  0.119
H 0.385 2.237 0.870  0.152
H 1.879 -0.113 1.889  0.084
H 1.337 -1.556 1.094  0.088
H 0.094 -0.571 2.104  0.119
Br -1.944 0.210 -4.855  -0.173
Br 2.664 4.987 -3.008  -0.440
C -4.416 0.949 2.206  -0.660
F -5.226 0.680 3.242  0.139
F -4.453 -0.054 1.320  0.104
F -4.868 2.069 1.559  0.083
S -2.716 1.243 2.646  0.490
O -2.184 1.823 1.408  -0.343
O -2.762 2.177 3.800  -0.343
O -2.191 -0.087 2.915  -0.322
C 2.406 -5.679 0.038  -0.704
F 2.542 -4.801 -0.950  0.127
F 1.195 -5.693 0.654  0.104
F 2.631 -6.831 -0.542  0.148
S 3.611 -5.351 1.355  0.484
O 4.907 -5.058 0.645  -0.370
O 3.076 -4.257 2.080  -0.296
O 3.559 -6.628 2.050  -0.335

[2]
Below is a molecular structure, C4H3AgFO5, with properties calculated with wB97M-V/def2-TZVPD.

Output
- Total charge: +1
- 2S+1: 3
- HOMO (alpha / beta): -11.966 / -15.117 eV
- M: 257.9 g/mol
- Frontier orbital gap (alpha / beta): 0.206 / 0.221 Eh

Last column: Löwdin spin population.
Positions of all 14 atoms, in Å:
C 0.901 0.669 -0.231  0.006
C 1.175 -0.819 -0.394  0.026
F 0.764 1.212 -1.473  0.002
H 1.735 1.182 0.264  0.003
H 0.564 -1.251 -1.193  0.014
H 2.238 -0.939 -0.634  0.003
O 0.915 -1.460 0.858  0.168
C 0.397 -2.667 0.863  0.499
O 0.003 -3.272 1.802  0.282
O -0.201 0.950 0.576  0.054
Ag -3.252 1.416 -1.072  0.208
O -2.335 0.823 0.652  0.409
O -1.546 2.597 -0.345  0.322
C -1.359 1.560 0.328  0.006

[3]
Below is a molecular structure, C43H35CuGeOPTe, with properties calculated with wB97M-V/def2-TZVPD.

Output
- Total charge: +1
- Energy above the lowest of the compared OMol25 structures with the same formula, charge and spin: 40.6 kJ/mol
- HOMO (alpha / beta): -9.811 / -9.810 eV
- M: 862.5 g/mol
- Frontier orbital gap (alpha / beta): 0.218 / 0.218 Eh

Last column: Löwdin charge in e.
Positions of all 83 atoms, in Å:
Cu -0.406 -0.891 -0.694  -0.056
O -1.740 -2.527 -2.729  0.010
C -0.762 -2.453 -2.063  -0.347
C 0.338 -3.485 -2.159  -0.221
C 0.231 -4.576 -3.019  -0.004
C 1.262 -5.495 -3.089  -0.045
C 2.398 -5.319 -2.299  -0.050
C 2.497 -4.230 -1.451  -0.056
C 1.448 -3.315 -1.379  -0.282
P 1.484 -1.835 -0.290  1.035
C 1.434 -2.549 1.381  -0.330
C 0.196 -2.536 2.023  -0.123
C 0.020 -3.180 3.240  -0.057
C 1.086 -3.840 3.832  -0.059
C 2.326 -3.856 3.206  -0.055
C 2.500 -3.223 1.982  -0.078
C 3.072 -1.124 -0.763  -0.350
C 4.243 -1.197 -0.022  -0.084
C 5.431 -0.710 -0.559  -0.062
C 5.447 -0.126 -1.814  -0.060
C 4.267 -0.015 -2.544  -0.058
C 3.084 -0.514 -2.023  -0.087
H -0.663 -4.679 -3.624  0.124
H 1.192 -6.345 -3.758  0.115
H 3.210 -6.034 -2.352  0.114
H 3.391 -4.098 -0.852  0.108
H -0.648 -2.021 1.578  0.068
H -0.949 -3.161 3.724  0.115
H 0.947 -4.357 4.774  0.114
H 3.161 -4.368 3.668  0.114
H 3.463 -3.287 1.498  0.089
H 4.247 -1.599 0.979  0.090
H 6.344 -0.778 0.020  0.116
H 6.376 0.254 -2.222  0.113
H 4.272 0.456 -3.518  0.112
H 2.171 -0.443 -2.606  0.109
Ge 0.168 0.895 1.105  0.909
C -0.438 2.703 0.778  -0.389
C 0.022 3.472 -0.297  -0.118
C -0.377 4.796 -0.444  -0.076
C -1.250 5.366 0.478  -0.085
C -1.727 4.608 1.540  -0.080
C -1.325 3.282 1.687  -0.148
C 2.040 1.045 1.587  -0.371
C 2.487 0.533 2.807  -0.123
C 3.796 0.751 3.230  -0.078
C 4.666 1.494 2.442  -0.079
C 4.235 2.003 1.219  -0.082
C 2.935 1.772 0.791  -0.121
H -0.583 0.360 2.353  -0.002
H 0.699 3.046 -1.030  0.096
H -0.010 5.383 -1.278  0.112
H -1.561 6.399 0.366  0.110
H -2.406 5.050 2.261  0.111
H -1.687 2.708 2.535  0.090
H 1.808 -0.027 3.445  0.096
H 4.127 0.358 4.185  0.107
H 5.677 1.682 2.783  0.108
H 4.914 2.579 0.600  0.110
H 2.618 2.184 -0.162  0.092
Te -2.638 0.186 -0.954  1.570
C -3.194 1.878 -2.041  -0.475
C -3.615 1.669 -3.349  -0.130
C -4.079 2.759 -4.079  -0.069
C -4.113 4.023 -3.500  -0.064
C -3.689 4.210 -2.188  -0.062
C -3.218 3.133 -1.445  -0.121
C -4.273 0.072 0.343  -0.483
C -4.359 0.914 1.449  -0.121
C -5.517 0.891 2.219  -0.068
C -6.559 0.034 1.884  -0.066
C -6.451 -0.810 0.783  -0.067
C -5.299 -0.800 0.001  -0.126
H -3.599 0.679 -3.786  0.098
H -4.416 2.615 -5.099  0.111
H -4.477 4.867 -4.074  0.111
H -3.721 5.196 -1.736  0.110
H -2.894 3.272 -0.422  0.072
H -3.547 1.584 1.701  0.076
H -5.603 1.546 3.080  0.111
H -7.462 0.025 2.482  0.111
H -7.264 -1.479 0.527  0.112
H -5.211 -1.450 -0.859  0.100

Values of strongest force on any atom, in order: 4.559; 3.663; 1.495, all in eV/Å.